The following is a quantum chemistry calculation of a cluster of 12 separate species, C36H90N6O18 in total in a non-equilibrium geometry, from the Open Molecules 2025 dataset.

E_HOMO (spin up / spin down) in eV: -6.85 / -6.85
Spin multiplicity: 2
Net charge: +1
LUMO (spin up / spin down) in eV: -3.2 / -3.8
Orbital gap (spin up / spin down) in eV: 3.69 / 3.01
<S²>: 0.76

Structure (XYZ):
```
150
Properties=species:S:1:pos:R:3:forces:R:3:mulliken_spin:R:1
C 7.966 -4.260 -0.656 0.3 0.9 -1.6 0.00
C 7.295 -3.799 -2.008 -1.3 -0.4 1.9 0.00
C 5.784 -3.680 -1.820 0.5 0.3 -0.1 0.00
O 5.226 -3.099 -2.981 2.6 -0.8 0.0 0.00
C 3.884 -2.876 -2.832 -2.5 -0.1 0.4 0.00
N 7.782 -2.436 -2.496 0.2 -1.6 0.3 0.00
H 8.780 -2.553 -2.601 0.4 0.5 -0.4 0.00
H 7.285 -2.322 -3.368 -0.1 0.4 -0.7 0.00
H 7.579 -1.646 -1.901 -0.2 0.1 0.5 0.00
H 9.041 -4.204 -0.823 0.2 -0.6 0.1 0.00
H 7.637 -5.270 -0.411 0.1 0.1 -0.1 0.00
H 7.801 -3.596 0.193 -0.6 0.1 -0.2 0.00
H 7.465 -4.493 -2.831 0.5 0.1 0.0 0.00
H 5.616 -3.061 -0.939 -0.3 0.3 0.2 0.00
H 5.371 -4.655 -1.563 -0.2 -0.1 -0.2 0.00
H 3.360 -3.737 -2.417 0.2 -0.4 0.2 0.00
H 3.405 -2.703 -3.796 0.3 0.6 0.1 0.00
H 3.725 -2.096 -2.088 -0.3 0.5 -0.3 0.00
C -0.238 6.183 -0.787 0.1 0.3 0.3 0.00
C -0.654 6.227 -2.261 -0.5 -0.8 0.4 0.00
C 0.440 6.629 -3.276 -1.6 -1.0 1.1 0.00
O -0.147 6.746 -4.562 0.0 0.6 1.5 0.00
C 0.868 6.902 -5.513 0.3 -0.7 -0.7 0.00
N -1.218 4.830 -2.577 0.0 1.3 -0.9 0.00
H -1.916 4.875 -3.306 0.0 0.3 -0.8 0.00
H -0.483 4.213 -2.890 0.8 -1.2 -0.3 0.00
H -1.774 4.393 -1.856 -0.2 -0.1 1.8 0.00
H 0.593 5.542 -0.492 0.2 -0.4 -0.7 0.00
H -1.071 5.809 -0.192 -0.2 0.2 0.0 0.00
H 0.057 7.163 -0.411 -0.3 0.2 -0.2 0.00
H -1.524 6.878 -2.357 0.1 0.1 0.0 0.00
H 1.179 5.831 -3.199 0.4 -0.2 -0.5 0.00
H 0.898 7.523 -2.853 0.0 0.5 -0.5 0.00
H 0.446 7.064 -6.504 -0.2 0.0 0.2 0.00
H 1.393 5.946 -5.511 0.6 0.1 -0.4 0.00
H 1.549 7.722 -5.287 0.0 0.1 0.2 0.00
C -0.002 -4.128 -2.121 1.0 -0.7 1.3 0.00
C -0.579 -3.920 -0.649 -2.5 0.2 -1.0 0.00
C -2.134 -3.672 -0.641 0.3 -0.8 0.7 0.00
O -2.486 -3.227 0.675 0.8 -0.5 -0.2 0.00
C -3.828 -3.471 1.017 0.0 0.8 0.3 0.00
N -0.312 -5.108 0.322 0.0 0.2 -1.7 0.00
H -0.309 -4.964 1.322 0.0 0.9 0.6 0.00
H -0.942 -5.875 0.138 -0.7 -0.1 -0.1 0.00
H 0.592 -5.526 0.151 1.5 0.3 0.0 0.00
H -0.355 -4.957 -2.735 -0.9 -0.3 0.6 0.00
H 1.043 -4.413 -1.996 0.3 0.3 0.2 0.00
H -0.034 -3.303 -2.832 -0.4 0.6 0.7 0.00
H -0.310 -2.984 -0.159 1.2 -0.4 0.0 0.00
H -2.717 -4.572 -0.842 0.2 -0.5 -0.2 0.00
H -2.465 -2.955 -1.392 0.5 0.3 -0.2 0.00
H -4.437 -3.233 0.144 -0.5 0.0 0.2 0.00
H -4.034 -2.812 1.860 -0.2 0.3 -0.2 0.00
H -4.068 -4.450 1.432 0.4 -0.5 -0.5 0.00
C -2.471 0.311 0.013 -0.4 0.9 0.2 0.00
C -1.458 0.805 -0.987 0.6 -1.2 0.4 0.00
C -0.305 -0.278 -1.093 1.0 1.8 -1.0 0.00
O 0.386 -0.437 0.110 -1.0 1.1 1.9 0.00
C 1.759 -0.759 0.052 -1.1 -1.2 -0.2 0.00
N -2.093 1.045 -2.316 -0.2 -0.2 0.2 0.00
H -2.413 0.214 -2.793 0.1 -1.1 -0.9 0.00
H -2.926 1.609 -2.220 -0.7 0.4 0.3 0.00
H -1.481 1.566 -2.927 1.0 -0.1 -0.7 0.00
H -3.391 0.878 -0.134 -0.4 -0.4 -0.1 0.00
H -2.183 0.637 1.012 0.4 -0.4 0.0 0.00
H -2.568 -0.772 -0.059 -0.3 0.1 0.2 0.00
H -1.138 1.820 -0.751 0.5 -0.3 0.6 0.00
H 0.402 0.182 -1.784 0.1 -0.3 -0.7 0.00
H -0.573 -1.264 -1.472 -0.7 0.2 -0.4 0.00
H 1.767 -1.829 -0.157 0.8 -0.2 -0.7 0.00
H 2.182 -0.743 1.056 0.0 0.7 0.0 0.00
H 2.234 -0.125 -0.697 0.5 -0.2 0.0 0.00
C -5.852 -2.222 7.829 0.9 -0.9 -0.1 0.00
C -5.143 -1.061 7.123 0.4 1.6 -1.5 0.00
C -4.680 -1.207 5.563 0.9 -1.1 0.7 0.00
O -4.003 -0.099 4.943 -1.7 -0.3 1.1 0.00
C -3.859 -0.278 3.522 0.7 1.2 0.3 0.00
N -6.107 0.148 7.148 -0.1 -1.1 0.1 0.00
H -6.551 0.163 8.055 -0.3 0.2 0.3 0.00
H -5.672 1.045 6.988 0.3 0.3 -0.5 0.00
H -6.802 -0.076 6.450 -0.5 0.5 -0.3 0.00
H -6.501 -2.844 7.213 0.0 0.3 -0.2 0.00
H -6.370 -2.034 8.770 -0.3 1.0 -0.2 0.00
H -5.095 -2.889 8.240 0.3 -0.2 -0.5 0.00
H -4.326 -0.638 7.708 0.3 -0.6 -0.1 0.00
H -5.471 -1.605 4.928 -0.8 0.5 0.1 0.00
H -3.987 -2.047 5.517 0.3 -0.2 0.6 0.00
H -4.800 -0.396 2.984 -0.2 -0.7 0.3 0.00
H -3.058 -0.989 3.317 -0.4 -0.4 -0.2 0.00
H -3.513 0.690 3.160 0.2 0.0 0.1 0.00
C 6.319 3.199 0.382 0.9 -0.3 -0.1 0.00
C 4.888 3.578 0.456 -3.5 0.8 -1.6 0.00
C 3.827 2.656 1.122 0.5 1.3 -0.2 0.00
O 2.568 3.259 0.861 1.6 -0.6 -0.4 0.00
C 1.459 2.580 1.413 -1.4 0.8 1.0 0.00
N 4.656 5.024 0.896 2.6 0.3 0.8 0.00
H 5.260 5.165 1.693 -0.8 0.4 1.5 0.00
H 5.154 5.648 0.277 0.1 0.1 -1.0 0.00
H 3.716 5.392 0.914 -0.7 -0.6 0.7 0.00
H 6.661 3.170 -0.652 -0.1 0.2 0.0 0.00
H 6.504 2.192 0.756 -0.1 0.1 0.4 0.00
H 6.961 3.906 0.908 0.1 -0.1 0.2 0.00
H 4.458 3.837 -0.512 0.2 -1.6 -0.8 0.00
H 4.040 2.608 2.190 -0.1 -0.3 0.3 0.00
H 3.949 1.672 0.669 -0.2 -0.2 0.0 0.00
H 1.378 1.493 1.392 0.7 0.0 -0.5 0.00
H 0.575 2.996 0.928 0.0 -0.1 -0.2 0.00
H 1.374 2.900 2.452 0.0 -0.2 0.3 0.00
C -3.585 -3.209 -4.287 0.7 -0.6 0.6 0.00
C -2.899 -1.839 -4.269 -1.3 0.3 0.2 0.00
O -3.700 -0.907 -4.552 0.5 0.2 0.5 0.00
O -1.700 -1.738 -3.951 0.6 0.1 0.6 0.00
H -2.963 -4.042 -3.958 0.8 -0.1 -0.9 0.00
H -3.982 -3.313 -5.297 -0.4 -0.5 0.4 0.00
H -4.303 -3.316 -3.475 -0.9 0.8 -0.4 0.00
C -6.266 -0.127 -1.699 0.4 0.9 1.3 -0.01
C -6.086 1.360 -1.876 0.1 -1.2 -1.8 -0.04
O -6.998 2.137 -1.439 -0.1 0.6 0.3 0.80
O -5.175 1.884 -2.514 -0.1 0.2 0.7 0.24
H -5.470 -0.652 -2.226 -0.4 -0.1 -0.4 0.01
H -7.302 -0.442 -1.825 0.2 0.0 -0.6 0.00
H -6.101 -0.227 -0.626 0.2 -0.4 0.3 0.01
C 2.491 2.559 -2.300 0.1 0.3 0.0 0.00
C 1.654 2.040 -3.463 -0.6 -1.9 0.8 0.00
O 0.481 2.459 -3.577 -2.0 2.5 0.7 0.00
O 2.048 1.085 -4.094 1.9 -1.3 -1.1 0.00
H 3.232 1.880 -1.878 -0.1 -0.5 -0.4 0.00
H 1.786 2.791 -1.501 0.3 0.7 0.0 0.00
H 3.083 3.365 -2.734 -0.2 0.7 0.5 0.00
C 0.092 -2.896 3.554 -0.4 1.3 -0.7 0.00
C 0.667 -3.184 4.942 -1.1 -1.5 -1.3 0.00
O 1.600 -2.546 5.350 2.9 2.9 0.6 0.00
O 0.126 -4.109 5.524 -2.0 -2.2 1.2 0.00
H 0.507 -1.947 3.214 0.1 0.1 -0.4 0.00
H -0.986 -2.746 3.607 -0.3 0.0 0.2 0.00
H 0.232 -3.648 2.777 0.5 -0.3 0.3 0.00
C -4.674 3.349 1.160 0.8 -1.1 -0.3 0.00
C -3.751 3.858 0.037 0.0 1.8 -1.2 0.00
O -4.212 4.610 -0.861 -0.1 -0.9 0.6 0.00
O -2.504 3.635 0.143 0.3 -0.8 0.1 0.00
H -4.202 2.459 1.575 0.5 0.2 0.5 0.00
H -5.637 2.925 0.873 -0.3 1.0 -0.4 0.00
H -4.702 4.138 1.912 -0.4 -0.2 0.0 0.00
C 4.113 -3.958 2.142 0.6 0.0 -0.5 0.00
C 2.973 -4.721 1.411 -0.1 0.0 1.8 0.00
O 2.204 -5.389 2.120 -0.2 -0.2 0.4 0.00
O 2.847 -4.606 0.189 0.2 0.7 -2.7 0.00
H 4.966 -3.685 1.520 0.2 -0.6 -0.8 0.00
H 4.535 -4.560 2.946 -0.5 0.3 0.3 0.00
H 3.855 -2.940 2.434 -0.8 -0.3 0.7 0.00
```
Positions in Å, forces in eV/Å.

The following is a quantum chemistry calculation of an isolated molecule of C24H20N4O4S2 in a non-equilibrium geometry, from the Open Molecules 2025 dataset.

SMILES: CCOc1ccc2nc(NC(=O)CSc3nc4ccccc4c(=O)n3Cc3ccco3)sc2c1
E_HOMO in eV: -7.95
Net charge: 0
LUMO in eV: 0.4
Orbital gap in eV: 8.39

Structure (XYZ):
```
54
Properties=species:S:1:pos:R:3:forces:R:3:lowdin_charge:R:1
C -7.785 -1.001 -1.168 0.4 0.2 0.1 -0.06
C -6.370 -0.464 -1.307 -0.2 -0.1 -0.3 -0.26
O -5.854 -0.279 -0.002 -0.2 -0.1 0.2 -0.05
C -4.607 0.228 0.154 0.3 0.1 0.1 -0.28
C -4.192 0.392 1.486 -0.2 -0.1 -0.1 0.00
C -2.953 0.896 1.797 0.1 0.0 -0.2 0.00
C -2.089 1.250 0.765 -0.6 -0.2 -0.8 -0.32
N -0.835 1.767 0.910 0.5 0.6 0.3 0.07
C -0.262 1.972 -0.211 -0.9 -0.3 -0.4 -0.60
N 0.982 2.496 -0.405 0.2 0.1 -0.7 0.11
C 1.913 2.901 0.536 0.0 0.4 0.2 -0.54
O 2.776 3.682 0.225 -0.1 0.2 0.0 0.08
C 1.715 2.407 1.949 0.4 -0.4 0.3 -0.33
S 1.450 0.616 2.103 0.0 -0.1 0.3 1.07
C 2.745 0.048 1.072 0.2 0.8 0.1 -0.54
N 3.461 0.939 0.491 -0.1 -0.1 0.3 0.10
C 4.519 0.535 -0.274 0.3 -0.6 -0.2 -0.19
C 5.314 1.500 -0.901 0.1 -0.1 -0.1 0.00
C 6.404 1.102 -1.641 -0.1 0.1 0.0 -0.07
C 6.721 -0.251 -1.776 0.1 -0.2 0.0 -0.08
C 5.940 -1.209 -1.172 0.0 0.0 0.0 -0.01
C 4.830 -0.829 -0.415 0.2 0.5 -0.2 -0.07
C 3.980 -1.831 0.214 0.0 -0.1 0.1 -0.35
O 4.129 -3.032 0.136 0.1 -0.1 -0.1 0.09
N 2.917 -1.297 0.961 0.2 -0.1 0.0 0.02
C 1.938 -2.216 1.513 -0.2 -0.4 -0.2 -0.08
C 0.628 -2.073 0.805 -0.6 -0.2 0.7 -0.30
C -0.659 -2.120 1.250 0.7 -0.1 -0.1 -0.02
C -1.478 -1.953 0.106 0.2 0.0 -0.5 -0.06
C -0.627 -1.805 -0.943 -0.9 -0.1 0.1 -0.13
O 0.650 -1.877 -0.531 0.6 0.0 0.0 0.06
S -1.234 1.565 -1.651 0.1 0.1 0.5 1.09
C -2.507 1.074 -0.569 0.3 0.2 0.4 -0.48
C -3.756 0.571 -0.890 -0.3 -0.1 -0.1 -0.04
H -7.773 -1.944 -0.629 0.0 -0.1 0.0 0.08
H -8.397 -0.294 -0.614 -0.1 0.1 0.0 0.08
H -8.220 -1.157 -2.151 -0.1 0.0 -0.1 0.08
H -6.378 0.493 -1.847 0.1 -0.1 0.0 0.13
H -5.744 -1.177 -1.861 0.0 0.1 0.0 0.13
H -4.885 0.107 2.262 -0.1 0.0 0.1 0.12
H -2.635 1.019 2.818 0.0 0.0 0.2 0.12
H 1.206 2.779 -1.352 0.1 0.0 0.2 0.15
H 0.811 2.847 2.371 0.1 0.0 0.0 0.08
H 2.593 2.683 2.533 -0.1 0.1 -0.2 0.09
H 5.050 2.538 -0.776 0.0 0.1 0.0 0.11
H 7.025 1.844 -2.121 0.0 0.1 0.0 0.10
H 7.583 -0.543 -2.356 0.1 0.0 0.0 0.10
H 6.160 -2.262 -1.263 0.0 -0.1 0.0 0.12
H 1.801 -2.032 2.582 0.0 -0.1 -0.1 0.12
H 2.355 -3.219 1.359 -0.1 0.3 0.2 0.14
H -0.983 -2.253 2.261 0.0 0.0 0.3 0.11
H -2.547 -1.938 0.081 -0.3 0.1 -0.1 0.10
H -0.792 -1.645 -1.990 0.1 0.0 -0.1 0.12
H -4.036 0.453 -1.923 -0.1 0.0 -0.1 0.11
```
Positions in Å, forces in eV/Å.

The following is a quantum chemistry calculation of a cluster of 2 separate species, C4H12 in total in a non-equilibrium geometry, from the Open Molecules 2025 dataset.

SMILES: CC.CC
ΔE to the lowest compared entry with this formula, charge and spin in kJ/mol: 130.17
E_HOMO in eV: -11.11
Net charge: 0
LUMO in eV: 1.1
Orbital gap in eV: 12.17

Structure (XYZ):
```
16
Properties=species:S:1:pos:R:3:forces:R:3:lowdin_charge:R:1
C 0.766 -2.485 0.156 1.7 -1.1 -3.5 -0.18
C -0.606 -2.465 -0.604 2.2 -0.2 -0.9 -0.17
H 0.634 -2.719 1.153 -0.3 -0.1 2.2 0.01
H 1.396 -3.395 -0.237 -0.8 1.9 0.5 0.09
H 1.376 -1.506 0.031 -1.1 -1.7 0.2 0.08
H -0.372 -2.197 -1.687 -0.9 0.6 1.5 0.08
H -1.179 -1.852 0.060 -1.0 0.9 -0.7 0.04
H -1.114 -3.422 -0.728 0.3 -0.2 0.6 0.05
C -0.106 2.756 0.947 -3.7 4.0 -0.1 -0.20
C -0.083 2.180 -0.417 0.8 0.7 -2.1 -0.21
H -1.155 2.632 1.524 2.4 0.2 -1.4 0.11
H 0.623 2.343 1.542 1.8 -0.5 1.5 0.01
H 0.042 3.927 0.746 -0.2 -2.4 1.3 0.11
H 0.416 1.230 -0.429 0.1 -0.6 -0.3 0.04
H -1.037 2.102 -0.871 -1.2 -0.5 -0.1 0.05
H 0.398 2.873 -1.187 0.0 -0.9 1.2 0.09
```
Positions in Å, forces in eV/Å.

The following is a quantum chemistry calculation of a structure of composition C5H8IN in a non-equilibrium geometry, from the Open Molecules 2025 dataset.

ΔE to the lowest compared entry with this formula, charge and spin in kJ/mol: 212.55
E_HOMO in eV: -8.50
Net charge: 0
LUMO in eV: 0.5
Orbital gap in eV: 9.03

Structure (XYZ):
```
15
Properties=species:S:1:pos:R:3:forces:R:3:lowdin_charge:R:1
C -1.481 -0.837 -1.488 0.4 0.6 1.6 -0.10
C -0.139 0.683 -0.164 1.9 -2.8 0.1 -0.31
C 1.216 -0.581 0.454 -2.8 3.4 -1.9 -0.72
C 0.109 1.987 0.517 -0.3 -2.0 0.4 -0.07
C 0.893 -1.442 1.379 -0.1 0.3 -0.7 -0.11
N -0.962 0.455 -1.064 -1.1 0.6 1.0 0.00
I 3.121 -0.007 -0.237 -0.3 -0.3 0.3 0.80
H -2.415 -1.044 -0.922 0.5 0.4 -0.2 0.09
H -1.767 -0.760 -2.516 0.3 -0.5 -0.7 0.06
H -0.147 1.861 1.624 0.1 0.7 -1.7 0.12
H -0.363 2.667 -0.152 -0.8 1.2 0.4 0.07
H 1.148 2.073 0.373 1.5 0.8 0.5 0.00
H -0.183 -1.578 1.498 0.5 -0.4 0.7 0.07
H -0.754 -1.566 -1.136 0.0 -0.7 -0.9 0.06
H 1.725 -1.910 1.836 0.1 -1.2 0.9 0.03
```
Positions in Å, forces in eV/Å.